1.
An isolated molecule of C6H9NS2 in a non-equilibrium geometry, computed with ωB97M-V with the def2-TZVPD basis set.

Summary:
Energy relative to the best compared isomer or geometry (same formula, charge and spin) ... 421.82 kJ/mol
HOMO (spin up / spin down) ... -0.2655 / -0.2869 hartree
Orbital gap (spin up / spin down) ... 0.2443 / 0.2580 hartree

Atoms and positions in Å:
1 C -0.84765 1.72386 1.12208
2 C -0.72367 0.74927 2.03644
3 C -0.24498 1.91389 -0.18037
4 C -0.02884 -0.41428 2.17155
5 C -0.07343 0.85518 -1.01812
6 C -0.01497 -0.86209 -3.11921
7 N 1.58015 -2.51205 2.00672
8 S 0.14817 0.89681 -2.71144
9 S 1.18584 -1.12615 1.21579
10 H -1.33209 2.70152 1.48096
11 H -1.37999 0.79812 2.96121
12 H 0.20479 2.91574 -0.28472
13 H -0.07606 -0.95356 3.04400
14 H -0.48372 -0.07154 -0.70266
15 H 0.83778 -1.48980 -2.81994
16 H -0.31998 -1.06035 -4.19343
17 H -0.90988 -1.25822 -2.49989
18 H 2.47851 -2.80636 1.49102

***

2.
A structure of composition C6H9NS3 in a non-equilibrium geometry, computed with ωB97M-V with the def2-TZVPD basis set.

Summary:
Energy relative to the best compared isomer or geometry (same formula, charge and spin) ... 199.90 kJ/mol
HOMO ... -0.2807 hartree
Orbital gap ... 0.2987 hartree

Atoms and positions in Å:
1 C -0.12080 0.25967 -0.75959
2 C -2.06675 1.46766 -0.15251
3 C -1.47022 0.73468 -1.13689
4 C 0.20605 0.69621 0.50013
5 C -2.02028 0.48205 -2.49809
6 C 1.75011 -1.37226 1.24072
7 N 1.41091 0.51319 1.12580
8 S -1.10001 1.64923 1.22891
9 S 0.91589 -2.18624 2.64384
10 S 3.50355 -1.55435 1.31059
11 H 0.36071 -0.50486 -1.26386
12 H -3.05419 1.89088 0.04940
13 H -3.17204 0.38867 -2.41405
14 H -1.83902 1.44898 -3.07566
15 H -1.38180 -0.35256 -2.91903
16 H 1.22975 -1.64369 0.19957
17 H 1.49140 0.70165 2.09554
18 H 1.87010 -1.86323 3.58386
19 H 3.48664 -0.75568 0.24134

***

3.
A structure of composition C6H9O2 in a non-equilibrium geometry, computed with ωB97M-V with the def2-TZVPD basis set.

Summary:
Total charge ... -1
Energy relative to the best compared isomer or geometry (same formula, charge and spin) ... 366.03 kJ/mol
HOMO ... -0.1299 hartree
Orbital gap ... 0.2675 hartree

Atoms and positions in Å:
1 O 1.19395 -1.69876 -1.97605
2 C 2.00577 -2.52066 -2.45976
3 O 1.94289 -3.75908 -2.47881
4 C -0.94951 -1.20250 -0.20380
5 C -0.07731 -0.13368 0.16045
6 C -0.62034 1.12798 0.45949
7 C -0.34841 1.80761 1.66198
8 C -0.86857 2.92835 2.19125
9 H -1.98593 -1.15071 0.10066
10 H -0.53265 -2.17598 -0.44456
11 H 0.99549 -0.31391 0.17209
12 H -0.59302 -0.45718 -1.07564
13 H -1.30817 1.51147 -0.29980
14 H 0.43004 1.36119 2.27426
15 H 2.91063 -2.05344 -2.95306
16 H -0.51022 3.28622 3.15016
17 H -1.68464 3.44309 1.72114

***

4.
A cluster of 2 separate species, C6H9O2 in total in a non-equilibrium geometry, computed with ωB97M-V with the def2-TZVPD basis set.

Summary:
Total charge ... -1
Energy relative to the best compared isomer or geometry (same formula, charge and spin) ... 667.10 kJ/mol
HOMO ... -0.1383 hartree
Orbital gap ... 0.2245 hartree

Atoms and positions in Å:
1 O 3.78948 0.56547 0.46934
2 C 2.65715 0.85558 0.91338
3 O 2.34577 1.43567 1.96992
4 C 1.50417 -0.00307 0.27715
5 C 0.31139 0.88724 -0.28442
6 C -0.59829 -0.05007 -0.86863
7 C -1.40843 -1.04183 -0.13237
8 C -2.87043 -0.88101 -0.58964
9 H 1.01907 -0.64967 1.02552
10 H 1.74765 -0.74873 -0.48903
11 H 0.04829 1.39381 0.63709
12 H 0.58786 1.80474 -0.85380
13 H -0.88864 0.11634 -1.94306
14 H -1.24866 -0.24497 1.18386
15 H -0.92786 -2.09285 0.16153
16 H -3.51570 -0.28667 0.17951
17 H -2.55279 -1.05999 -1.65634

***

5.
The ion C6H9O3P with charge -2 in a non-equilibrium geometry, computed with ωB97M-V with the def2-TZVPD basis set.

Summary:
Total charge ... -2
SMILES ... O=P([O-])([O-])[C@@]12CCC[C@@H]1C2
Energy relative to the best compared isomer or geometry (same formula, charge and spin) ... 0.00 kJ/mol
HOMO ... 0.0360 hartree
Orbital gap ... 0.1920 hartree

Atoms and positions in Å:
1 O 2.93658 -0.45549 -1.39256
2 P 2.41764 -0.04493 -0.05059
3 O 2.84621 1.37612 0.31155
4 O 2.62948 -1.06044 1.10405
5 C 0.56079 0.05580 -0.31049
6 C -0.16091 -1.27080 -0.50343
7 C -1.63735 -0.95517 -0.04912
8 C -1.46346 0.12469 0.97500
9 C -0.23277 0.87139 0.62274
10 C -0.12557 1.37917 -0.80723
11 H 0.44070 -1.90996 0.16523
12 H 0.08276 -1.31813 -1.56904
13 H -2.28592 -1.81540 0.29988
14 H -2.15137 -0.46368 -0.83128
15 H -2.30951 0.84720 1.32262
16 H -1.40912 -0.34615 1.93470
17 H 0.24038 1.56358 1.29420
18 H -1.05983 1.23627 -1.48623
19 H 0.68127 2.18594 -1.03002

***

6.
The ion C6H9O3S with charge -1 in a non-equilibrium geometry, computed with ωB97M-V with the def2-TZVPD basis set.

Summary:
Total charge ... -1
Energy relative to the best compared isomer or geometry (same formula, charge and spin) ... 160.31 kJ/mol
HOMO ... -0.0961 hartree
Orbital gap ... 0.2216 hartree

Atoms and positions in Å:
1 C -3.52639 -0.57839 0.38242
2 C 1.38216 -1.33388 -0.09255
3 C 0.89228 -0.07000 0.62513
4 C -0.06106 -1.70381 -0.45505
5 C -0.57254 -0.42740 0.25561
6 C -1.42267 2.10547 0.36578
7 O -3.88562 0.29359 1.10068
8 O -3.57760 -1.74450 0.19292
9 O -2.74303 0.15860 -0.98191
10 S -1.30470 0.70973 -0.85563
11 H 2.01617 -1.13083 -0.95855
12 H 1.90105 -2.05426 0.54703
13 H 1.06362 -0.08854 1.70774
14 H 1.31250 0.86407 0.23692
15 H -0.25243 -1.79021 -1.52798
16 H -0.42686 -2.61724 0.02258
17 H -2.47888 2.33184 0.46210
18 H -0.87322 2.96607 -0.00610
19 H -1.02930 1.75880 1.31385